ORCA calculation (ωB97M-V/def2-TZVPD) on a structure of composition C11H23HgN3O6 at a distorted geometry.

Positions of all 44 atoms, in Å:
O -0.015 -5.107 0.536
H 0.481 -5.858 0.191
Hg 0.012 -0.634 0.168
N 1.066 1.245 -1.174
N 0.211 -1.202 -1.815
O 1.531 2.575 -0.872
O -0.366 -2.485 -1.992
C 1.306 0.835 -2.407
C 0.754 -0.488 -2.758
C 2.044 1.639 -3.428
C 0.839 -1.118 -4.107
H 2.692 2.378 -2.912
H 1.301 2.154 -4.081
H 2.644 0.934 -4.045
H 0.034 -1.883 -4.190
H 1.841 -1.592 -4.189
H 0.728 -0.301 -4.839
H 1.228 2.756 0.048
H -0.569 -2.810 -1.075
O -2.121 1.035 -1.085
H -1.225 1.409 -1.155
H -1.977 0.070 -1.173
C 0.918 -4.133 0.984
H 0.349 -3.425 1.590
H 1.249 -3.565 0.106
H 1.746 -4.565 1.536
O 2.219 -0.121 1.230
H 2.215 0.295 0.332
H 1.520 0.372 1.706
O -0.471 1.548 1.539
C -1.143 0.907 2.672
C -1.687 -0.547 2.471
C -2.458 -1.058 3.485
C -3.044 -2.341 3.318
C -2.820 -3.078 2.138
C -2.030 -2.546 1.156
N -1.505 -1.314 1.389
H 0.209 2.190 1.859
H -0.454 0.860 3.544
H -2.034 1.512 2.879
H -2.578 -0.378 4.312
H -3.656 -2.707 4.107
H -3.249 -4.053 1.964
H -1.802 -3.048 0.183

Summary:
**HOMO (spin up / spin down)**: -0.221 / -0.172 Ha
**Frontier orbital gap (spin up / spin down)**: 5.822 / 4.501 eV
**LUMO level (spin up / spin down)**: -0.188 / -0.179 eV
**Relative energy (zero: lowest compared OMol25 entry of this formula, charge and spin)**: 89.95 kcal per mole
**Net charge**: 0